This record from the Open Molecules 2025 dataset describes a gas-phase ion, C4H8NO (charge +1). The level of theory is ωB97M-V/def2-TZVPD.

The geometry in XYZ format:
```
14
Properties=species:S:1:pos:R:3:forces:R:3
C 1.841 0.355 -0.745 2.1 -2.8 1.6
C -0.414 -0.782 -0.832 -0.9 3.7 0.7
C -1.405 1.364 1.312 1.2 0.8 -1.5
C -0.883 -0.845 0.597 0.3 -1.4 -1.5
N 1.029 -0.641 -0.682 3.6 -1.6 0.1
O -1.294 0.107 1.426 0.5 -3.1 -0.6
H 1.492 1.262 -0.966 -1.7 3.5 -1.1
H 2.950 0.370 -0.435 -1.9 -0.8 -0.5
H -0.545 -1.618 -1.493 -0.6 -0.6 0.2
H -0.827 0.143 -1.289 0.4 -0.5 -0.2
H -2.047 1.746 2.009 -1.2 1.4 1.6
H -0.816 1.931 0.613 -0.2 0.0 -0.4
H -0.573 -1.817 0.912 -0.8 -0.2 1.9
H 1.491 -1.574 -0.427 -0.8 1.7 -0.3
```
Positions in Å, forces in eV/Å.

Results
M	86.11	g/mol
F_max	4.02	eV/A
HOMO-LUMO gap (alpha / beta)	6.96 / 6.75	eV
charge	+1
total energy	-7803.031	eV
spin multiplicity	1

This record from the Open Molecules 2025 dataset describes a gas-phase ion, C4H8NO (charge +1). The level of theory is ωB97M-V/def2-TZVPD.

The geometry in XYZ format:
```
14
Properties=species:S:1:pos:R:3:forces:R:3
C -0.794 -0.435 -0.068 -8.2 1.4 -2.9
C 1.734 -1.120 -0.002 -1.6 -1.8 3.1
C 1.692 0.371 -0.013 0.3 -1.6 -1.0
C -1.587 0.801 0.012 -0.5 -0.6 -1.5
N 0.484 -0.432 0.065 10.2 0.5 1.2
O -1.407 -1.628 -0.030 0.5 -0.2 0.7
H 1.815 -1.862 -0.791 0.5 0.5 -0.6
H 1.860 -1.630 1.011 0.2 0.5 -1.1
H 2.101 1.013 0.739 -0.4 0.1 0.9
H 2.034 0.632 -0.984 -0.7 1.2 -1.2
H -2.433 0.922 -0.677 0.4 -0.5 -0.6
H -1.115 1.753 -0.002 0.9 0.5 0.3
H -2.088 0.620 0.891 -1.5 0.6 2.8
H -2.334 -1.451 0.198 -0.2 -0.4 -0.1
```
Positions in Å, forces in eV/Å.

Results
M	86.11	g/mol
F_max	10.26	eV/A
HOMO-LUMO gap (alpha / beta)	7.86 / 8.03	eV
charge	+1
total energy	-7801.196	eV
spin multiplicity	3

This record from the Open Molecules 2025 dataset describes a gas-phase ion, C4H8NO2 (charge -1). The level of theory is ωB97M-V/def2-TZVPD.

The geometry in XYZ format:
```
15
Properties=species:S:1:pos:R:3:forces:R:3
C 0.804 -0.950 0.880 0.6 -0.6 -0.1
N -0.353 -0.554 0.112 -1.1 0.8 1.3
C -1.536 -1.104 0.503 0.3 -0.9 -0.5
O -1.679 -2.059 1.254 -0.1 0.1 0.1
C -0.450 0.883 -0.268 1.6 -1.1 -1.9
C 0.807 1.287 -1.226 -0.5 -0.2 2.4
O 0.515 2.329 -1.960 0.2 0.1 -0.6
H 1.148 -0.217 1.615 -0.1 0.4 -0.3
H 0.582 -1.844 1.454 -0.2 -0.2 -0.1
H 1.611 -1.207 0.192 0.2 0.3 0.1
H -2.401 -0.693 -0.039 0.0 0.3 0.1
H -1.242 0.930 -1.008 -0.5 0.4 0.4
H -0.547 1.509 0.618 -0.2 0.2 -0.1
H 1.083 0.286 -1.658 -0.2 0.1 -0.7
H 1.659 1.404 -0.470 0.0 0.3 -0.3
```
Positions in Å, forces in eV/Å.

Results
structure (SMILES)	CN(C=O)CC[O-]
M	102.11	g/mol
F_max	2.73	eV/A
HOMO-LUMO gap	6.46	eV
charge	-1
total energy	-9862.315	eV
spin multiplicity	1

This record from the Open Molecules 2025 dataset describes a gas-phase ion, C4H8NO2 (charge -1). The level of theory is ωB97M-V/def2-TZVPD.

The geometry in XYZ format:
```
15
Properties=species:S:1:pos:R:3:forces:R:3
H 2.154 -0.177 1.622 -1.0 0.4 -0.7
N 1.535 0.459 1.058 0.4 -1.5 -2.6
C 1.255 -0.182 -0.144 -0.1 -2.9 2.7
O 1.390 -1.486 -0.399 0.0 3.7 0.4
C 0.465 0.614 -1.164 -0.6 -0.4 -2.1
C -1.123 0.467 -1.134 2.8 -4.1 2.5
C -1.536 0.645 0.424 -0.3 -1.3 -1.2
O -1.620 -0.536 1.263 0.6 0.2 -1.0
H 0.766 0.237 -2.218 -0.1 0.9 1.6
H 0.643 1.675 -1.030 0.4 0.2 -0.2
H -1.248 -0.698 -1.515 -0.5 3.1 0.9
H -1.517 1.246 -1.744 -0.7 0.2 -0.6
H -2.561 0.963 0.351 -0.4 0.8 0.6
H -0.811 1.277 0.944 -0.3 0.6 -0.5
H -0.695 -0.821 1.376 -0.2 0.1 0.0
```
Positions in Å, forces in eV/Å.

Results
structure (SMILES)	[H]/N=C(\[O-])CCCO
M	102.11	g/mol
F_max	5.55	eV/A
HOMO-LUMO gap	7.68	eV
charge	-1
total energy	-9862.592	eV
spin multiplicity	1

This record from the Open Molecules 2025 dataset describes a gas-phase ion, C4H8NO2 (charge -1). The level of theory is ωB97M-V/def2-TZVPD.

The geometry in XYZ format:
```
15
Properties=species:S:1:pos:R:3:forces:R:3
C 2.003 0.014 2.533 0.0 -0.6 -0.3
C 1.628 0.286 1.080 1.3 -0.3 0.1
C 0.507 -0.595 0.526 -0.1 1.2 -1.0
N 0.070 -0.105 -0.764 0.2 0.0 -0.1
C -1.295 0.118 -1.173 0.6 -0.3 0.0
O -1.427 0.925 -2.115 0.0 0.0 -0.2
O -2.139 -0.554 -0.555 -0.5 0.0 0.4
H 1.256 0.385 3.228 0.0 0.1 0.2
H 2.100 -1.070 2.667 -0.2 0.0 0.1
H 3.001 0.407 2.738 -0.2 0.3 0.3
H 2.561 0.026 0.549 -0.3 0.2 -0.3
H 1.514 1.361 0.922 -0.5 -0.1 -0.1
H 0.943 -1.599 0.416 -0.4 -0.2 0.5
H -0.380 -0.530 1.159 0.1 -0.6 0.1
H 0.760 0.247 -1.406 0.0 0.2 0.1
```
Positions in Å, forces in eV/Å.

Results
structure (SMILES)	CCCNC(=O)[O-]
M	102.11	g/mol
F_max	1.53	eV/A
HOMO-LUMO gap	7.32	eV
charge	-1
total energy	-9864.425	eV
spin multiplicity	1

This record from the Open Molecules 2025 dataset describes a molecular structure, C4H8NO2. The level of theory is ωB97M-V/def2-TZVPD.

The geometry in XYZ format:
```
15
Properties=species:S:1:pos:R:3:forces:R:3
C 1.142 0.088 -0.465 -3.4 2.9 -7.3
N -0.259 -0.139 -0.845 5.3 -0.2 4.4
C 1.692 1.434 -0.967 -1.4 2.0 -0.2
C -0.826 -1.102 0.173 2.2 0.8 1.1
C -2.119 -0.603 0.777 -0.3 -0.1 1.0
O -2.757 -1.534 1.597 0.8 0.1 -0.2
O 2.183 -0.482 0.217 -3.5 -0.6 1.3
H 1.154 0.081 0.671 1.5 -0.9 3.4
H 1.281 2.363 -0.361 0.9 -2.1 -0.8
H 2.750 1.367 -0.891 0.9 0.3 0.3
H 1.495 1.765 -1.997 -0.4 -0.7 0.2
H -0.999 -1.994 -0.337 -0.3 -1.8 -0.5
H -0.065 -1.237 1.046 -1.4 -0.4 -1.4
H -2.776 -0.293 0.030 -1.1 0.4 -1.7
H -1.897 0.285 1.353 0.3 0.4 0.6
```
Positions in Å, forces in eV/Å.

Results
M	102.11	g/mol
F_max	8.60	eV/A
HOMO-LUMO gap (alpha / beta)	8.78 / 8.13	eV
charge	0
total energy	-9854.750	eV
spin multiplicity	2

This record from the Open Molecules 2025 dataset describes a gas-phase ion, C4H8NO2Si (charge -1). The level of theory is ωB97M-V/def2-TZVPD.

The geometry in XYZ format:
```
16
Properties=species:S:1:pos:R:3:forces:R:3
H 2.611 -1.364 -1.215 -0.2 0.3 0.1
N 2.858 -1.206 -0.235 0.3 -0.4 0.0
C 2.233 -0.243 0.288 0.1 -0.1 -0.2
C 1.264 0.700 -0.338 -0.1 0.2 -0.1
C -0.060 0.813 0.426 0.0 -0.1 -0.1
Si -1.306 -0.609 0.111 -0.4 0.6 0.0
C -3.174 -0.040 -0.048 0.5 -0.2 0.2
O -3.397 1.167 -0.218 0.1 0.6 -0.1
O -3.954 -1.002 0.006 -0.3 -0.5 0.0
H 2.457 -0.057 1.337 0.0 0.1 0.2
H 1.753 1.685 -0.351 0.0 -0.1 -0.1
H 1.074 0.407 -1.374 0.1 0.0 0.0
H 0.157 0.894 1.494 -0.1 0.0 0.1
H -0.539 1.751 0.139 -0.2 -0.1 0.0
H -0.886 -1.247 -1.153 0.2 -0.1 -0.3
H -1.089 -1.650 1.130 0.1 -0.2 0.3
```
Positions in Å, forces in eV/Å.

Results
structure (SMILES)	[H]/N=C\CC[SiH2]C(=O)[O-]
M	130.20	g/mol
F_max	0.67	eV/A
HOMO-LUMO gap	7.34	eV
charge	-1
total energy	-17741.462	eV
spin multiplicity	1

This record from the Open Molecules 2025 dataset describes 2 unconnected molecules or ions with the total composition C4H8NO3. The level of theory is ωB97M-V/def2-TZVPD.

The geometry in XYZ format:
```
16
Properties=species:S:1:pos:R:3:forces:R:3
C 1.498 1.576 -0.186 -0.4 -0.4 -0.9
C 2.368 0.348 -0.327 2.0 -0.7 0.4
O 3.609 0.381 -0.292 -0.7 0.9 -0.1
N 1.815 -0.873 -0.435 -1.8 -0.3 -0.1
H 2.413 -1.676 -0.501 0.3 0.2 0.0
H 0.815 -1.080 -0.493 0.1 0.3 0.0
H 1.024 1.588 0.792 0.0 0.0 0.0
H 0.712 1.530 -0.959 0.1 0.1 0.4
H 2.085 2.481 -0.352 0.1 -0.3 0.2
C -2.501 -0.510 1.050 0.7 -0.7 -0.6
C -2.070 -0.738 -0.457 -0.8 0.0 0.0
O -2.479 0.138 -1.241 0.2 0.5 0.0
O -1.485 -1.807 -0.773 0.5 0.2 0.7
H -1.912 0.244 1.571 0.3 0.1 -0.2
H -2.373 -1.466 1.575 -0.3 0.3 0.1
H -3.519 -0.136 1.028 -0.2 -0.2 0.1
```
Positions in Å, forces in eV/Å.

Results
M	118.11	g/mol
F_max	2.19	eV/A
HOMO-LUMO gap	8.00	eV
charge	-1
total energy	-11912.762	eV
spin multiplicity	1